No. 1
Here is the molecule C3H4Cl2O from the OMol25 dataset. Energies are from ωB97M-V with the def2-TZVPD basis set.

Values from the calculation:
Structure (SMILES)   CC(Cl)(Cl)C=O
E_LUMO   0.0122 Ha
Energy relative to the best compared isomer or geometry (same formula, charge and spin)   0.806 eV
E_tot   -1112.30906 Eh
Strongest force on any atom   3.80 eV Å⁻¹
Orbital gap   10.75 eV

CARTESIAN COORDINATES (ANGSTROEM)
C: 0.59314 -0.11555 1.61681
C: 0.02213 -0.02394 0.25834
Cl: -0.79433 1.50973 -0.21335
Cl: -1.16786 -1.28478 -0.21546
C: 1.24141 -0.22535 -0.72706
O: 2.41424 -0.11662 -0.49028
H: 0.95486 0.92488 1.89123
H: -0.25274 -0.15965 2.35850
H: 1.28141 -0.96612 1.82477
H: 0.91966 -0.50123 -1.75100

Forces on the atoms, in the same order (eV/Å):
-1.67 1.58 3.03
1.15 -0.57 -1.85
0.64 -0.07 0.52
0.42 -0.26 0.48
-0.06 0.15 -1.23
-1.07 0.04 0.68
0.51 -1.45 -0.54
0.60 -0.43 -0.64
-0.37 0.93 -0.55
-0.17 0.08 0.10

No. 2
Here is a 5-piece molecular cluster, C18H36Br2O8S4 overall from the OMol25 dataset. Energies are from ωB97M-V with the def2-TZVPD basis set.

Values from the calculation:
Structure (SMILES)   O=S1(=O)CCCC1.O=S1(=O)CCCC1.O=S1(=O)CCCC1.O=S1(=O)CCCC1.BrCCBr
E_LUMO   0.0123 Ha
Energy relative to the best compared isomer or geometry (same formula, charge and spin)   0.000 eV
E_tot   -8050.10972 Eh
Strongest force on any atom   1.37 eV Å⁻¹
Orbital gap   10.44 eV

CARTESIAN COORDINATES (ANGSTROEM)
O: -5.54283 2.74304 -0.23892
S: -4.45639 1.80144 -0.18191
O: -4.34366 0.77599 -1.19073
C: -2.88129 2.67145 -0.07918
C: -2.34502 2.42251 1.32941
C: -2.89667 1.07676 1.79530
C: -4.37510 1.03601 1.44289
H: -3.09385 3.72162 -0.27959
H: -2.25542 2.32467 -0.90154
H: -1.25902 2.49594 1.34093
H: -2.74722 3.21126 1.96992
H: -2.74951 0.93242 2.86848
H: -2.35229 0.23283 1.37418
H: -5.00338 1.60489 2.12592
H: -4.77865 0.03058 1.34364
O: -0.34552 -4.88584 4.85088
S: -0.10153 -4.85381 3.44039
O: -1.03314 -4.15427 2.58129
C: 1.57739 -4.27715 3.09866
C: 2.31464 -5.48220 2.54550
C: 1.29740 -6.41759 1.86797
C: 0.11406 -6.53699 2.80357
H: 1.92553 -3.77921 4.00056
H: 1.42134 -3.48122 2.36889
H: 3.10511 -5.19197 1.85605
H: 2.77670 -6.02570 3.37426
H: 1.79139 -7.37167 1.67899
H: 0.99378 -6.04563 0.88837
H: 0.34426 -7.13475 3.68403
H: -0.83839 -6.78426 2.34504
O: 4.63407 1.80278 -0.07762
S: 3.89905 2.97741 -0.45673
O: 3.87214 3.41972 -1.81822
C: 2.18355 2.89344 0.14003
C: 2.11256 3.96166 1.20991
C: 3.10290 5.07375 0.88752
C: 4.41172 4.36260 0.55463
H: 2.03860 1.86688 0.46171
H: 1.61051 3.11057 -0.75849
H: 1.08756 4.28488 1.41020
H: 2.37761 3.50872 2.17575
H: 3.21966 5.76971 1.71645
H: 2.78202 5.65678 0.01937
H: 4.83800 3.94854 1.46874
H: 5.12840 4.95789 -0.00113
O: 1.37921 1.05312 -4.92949
S: 0.48160 1.17709 -3.81573
O: 0.96932 1.64554 -2.54177
C: -0.97788 2.13790 -4.24784
C: -2.02297 1.09383 -4.60312
C: -1.86546 -0.04482 -3.59332
C: -0.39075 -0.38421 -3.58337
H: -0.75666 2.80789 -5.07346
H: -1.20358 2.67586 -3.32826
H: -3.03797 1.48666 -4.61462
H: -1.81078 0.70951 -5.60583
H: -2.47016 -0.91772 -3.84625
H: -2.26944 0.26579 -2.62263
H: -0.14792 -0.91040 -4.50972
H: 0.02517 -0.90146 -2.72766
Br: 1.82041 -3.42985 -0.50392
C: 0.13812 -2.45839 -0.45955
C: 0.34959 -1.00743 -0.11362
Br: 0.30143 -0.73544 1.80729
H: -0.48169 -2.93710 0.29638
H: -0.32390 -2.60399 -1.43147
H: -0.50779 -0.42082 -0.44881
H: 1.24105 -0.55604 -0.53862

Forces on the atoms, in the same order (eV/Å):
-0.02 0.00 -0.03
0.01 0.08 0.14
0.04 -0.12 -0.11
-0.12 0.46 -0.33
-0.23 0.24 -0.26
0.31 -0.37 0.72
0.02 -0.16 -0.22
-0.06 -0.02 0.10
0.08 -0.32 0.19
0.02 -0.17 0.13
0.12 -0.04 0.10
-0.11 0.20 0.01
-0.10 0.07 -0.43
0.07 0.16 -0.05
0.01 -0.01 -0.02
-0.12 -0.01 0.60
0.09 -0.12 -0.58
0.11 -0.02 -0.06
-0.85 0.62 -0.25
0.18 -0.09 0.27
0.43 -0.14 -0.33
0.01 0.66 0.31
0.30 -0.42 0.13
0.16 -0.17 -0.18
0.00 0.06 0.01
0.06 0.00 -0.05
-0.20 -0.12 0.09
-0.05 0.22 0.10
-0.15 -0.19 -0.08
0.03 -0.28 0.02
0.08 -0.27 0.02
-0.17 0.12 0.31
0.10 0.10 -0.57
0.75 0.06 -0.62
-0.58 -0.42 1.17
0.00 0.27 -0.35
-0.32 -0.01 0.45
-0.23 0.02 0.15
-0.21 -0.06 0.10
0.04 0.30 -0.45
0.31 0.03 -0.16
0.02 -0.04 0.05
-0.10 -0.07 0.03
0.21 0.01 -0.10
0.08 -0.05 -0.02
0.02 0.06 -0.10
-0.16 -0.07 0.14
0.06 0.03 0.27
0.05 -0.11 -0.02
-0.14 -0.32 -0.16
-0.66 -0.09 0.46
0.29 0.12 -0.75
0.18 0.11 0.12
-0.19 0.15 -0.12
0.04 0.11 0.08
-0.04 0.06 0.00
0.10 0.03 -0.22
0.33 0.10 0.03
0.05 -0.26 0.20
-0.04 0.03 0.05
0.03 -0.01 -0.06
-0.01 -0.21 0.29
-0.68 0.37 -0.18
0.45 0.07 0.12
0.02 -0.09 -0.06
0.08 0.12 -0.08
0.03 -0.08 -0.15
0.14 -0.10 0.15

No. 3
Here is C27H22CaN8O10S5 as an isolated structure from the OMol25 dataset. Energies are from ωB97M-V with the def2-TZVPD basis set.

Values from the calculation:
Total charge   -2
E_LUMO   0.1254 Ha
Energy relative to the best compared isomer or geometry (same formula, charge and spin)   0.000 eV
E_tot   -4901.10211 Eh
Strongest force on any atom   1.26 eV Å⁻¹
Orbital gap   4.19 eV

CARTESIAN COORDINATES (ANGSTROEM)
Ca: -0.80542 0.48765 0.17313
N: 3.18622 2.16399 1.58383
C: 2.20799 1.21577 1.53743
S: 0.81956 1.38468 2.48507
N: 2.54183 0.14296 0.77669
N: 1.51736 -0.53652 0.31438
C: 1.73915 -1.72837 -0.18246
C: 3.08762 -2.36548 -0.13282
C: 3.29852 -3.56410 0.54216
C: 4.55115 -4.16688 0.55942
C: 5.61853 -3.57070 -0.09483
C: 5.42683 -2.35903 -0.75042
C: 4.17635 -1.75884 -0.76146
C: 0.64211 -2.38088 -0.90503
C: 0.80682 -3.64029 -1.49969
C: -0.19677 -4.16353 -2.28978
C: -1.35575 -3.43378 -2.49631
C: -1.46577 -2.21288 -1.85349
N: -0.51804 -1.70600 -1.06202
H: 2.84767 3.04761 1.93236
H: 3.70074 2.23476 0.71686
H: 2.46734 -4.02603 1.06303
H: 4.69176 -5.09982 1.09211
H: 6.59701 -4.03560 -0.08078
H: 6.25997 -1.86945 -1.24081
H: 4.03186 -0.79686 -1.23788
H: 1.72620 -4.18992 -1.35677
H: -0.06504 -5.13546 -2.75243
H: -2.16014 -3.78834 -3.12550
H: -2.36110 -1.61497 -1.96182
O: -0.28849 7.67973 0.28039
C: -0.42997 6.48459 0.08458
S: 0.82766 5.42162 -0.52731
C: -0.08988 3.90933 -0.55072
C: -1.36522 3.98842 -0.12320
S: -2.54679 2.70840 -0.01984
S: -1.91190 5.59383 0.38059
S: 0.76800 2.51607 -1.14793
O: 2.97864 0.50120 -3.69481
C: 2.04908 -0.46212 -3.71983
O: 0.87248 -0.25551 -3.65707
C: 2.62348 -1.88323 -3.78371
N: 4.04070 -1.87033 -4.18732
C: 4.12629 -2.29876 -5.60195
C: 2.67451 -2.42298 -6.08858
C: 1.89209 -2.73324 -4.81367
H: 2.52612 -2.28056 -2.77048
H: 4.57847 -2.47192 -3.58124
H: 3.82684 0.02972 -3.81315
H: 4.64812 -3.25657 -5.68146
H: 4.68556 -1.56979 -6.19031
H: 2.56538 -3.18543 -6.85983
H: 2.33379 -1.47371 -6.50721
H: 1.98220 -3.79048 -4.55003
H: 0.83638 -2.47537 -4.86488
O: -4.88573 -4.70615 4.25561
N: -5.40631 -4.58748 3.15505
O: -6.34661 -5.27292 2.78109
C: -4.87028 -3.59664 2.25347
C: -5.41596 -3.44507 0.99233
C: -4.91535 -2.52180 0.10584
C: -3.84425 -1.59514 0.45127
O: -3.36488 -0.70670 -0.25134
C: -3.33402 -1.86886 1.79662
C: -3.77592 -2.81918 2.64884
N: -2.17333 -1.05728 2.14363
O: -2.30829 0.15639 2.07252
O: -1.11667 -1.61579 2.36159
N: -5.49791 -2.52993 -1.23463
O: -6.51991 -3.18307 -1.41213
O: -4.93231 -1.92196 -2.11804
H: -6.23395 -4.07687 0.68111
H: -3.30657 -2.97259 3.61053

Forces on the atoms, in the same order (eV/Å):
0.19 1.16 -0.44
-0.02 0.08 -0.02
-0.07 -0.25 -0.08
0.01 -0.02 -0.05
0.00 0.21 0.10
0.00 -0.37 0.04
0.03 0.18 0.01
-0.06 0.05 0.01
0.00 -0.03 0.00
-0.02 0.01 -0.01
-0.02 0.01 0.00
-0.04 0.01 0.01
0.05 0.00 0.00
-0.09 0.07 -0.02
-0.01 -0.06 0.01
-0.02 -0.04 -0.01
0.02 -0.04 -0.01
0.10 0.07 0.09
0.07 -0.11 -0.06
0.02 -0.01 0.00
0.03 -0.02 0.02
0.01 0.00 -0.01
0.00 0.00 0.00
0.00 0.00 0.00
0.01 0.01 -0.01
0.00 -0.02 0.00
0.00 0.01 0.01
0.00 0.00 0.00
0.00 0.00 0.00
0.02 0.00 -0.01
-0.01 -0.06 -0.01
0.00 0.03 0.01
0.04 -0.01 -0.01
0.06 0.03 0.01
-0.04 0.00 0.03
-0.01 -0.09 0.03
-0.03 -0.01 0.01
0.01 -0.23 -0.07
-0.11 -0.02 -0.09
0.08 -0.05 0.15
-0.09 0.03 -0.11
0.06 -0.02 0.12
-0.07 0.04 -0.09
-0.03 0.01 0.04
0.03 -0.01 0.01
0.01 -0.02 -0.03
0.01 0.04 -0.16
0.05 0.00 0.04
0.07 -0.03 0.00
-0.02 -0.02 0.02
0.03 0.00 -0.01
0.00 0.01 -0.02
0.00 0.02 0.01
0.00 0.01 0.00
0.00 -0.01 0.00
0.01 0.03 0.05
0.13 0.05 -0.14
-0.06 0.01 -0.02
-0.08 -0.10 0.12
-0.10 -0.12 -0.06
0.06 0.11 -0.06
-0.11 -0.03 0.05
0.16 -0.07 0.01
0.05 0.16 -0.17
0.03 -0.02 0.16
-0.21 -0.08 -0.03
-0.19 -0.25 0.40
0.03 -0.20 0.10
0.09 -0.01 0.11
-0.08 0.02 0.03
0.05 0.00 -0.02
0.00 0.00 0.01
-0.01 -0.01 0.00

Question: Which value of E_tot does entry 1 give?
Answer: -1112.30906 Eh

Question: Among the records above, which one has the lowest orbital gap?
Answer: C27H22CaN8O10S5

Question: E_LUMO of number 2 (C18H36Br2O8S4)?
Answer: 0.0123 Ha